C21H24N3O4S | ωB97M-V with the def2-TZVPD basis set

Geometry as XYZ:
```
53
Properties=species:S:1:pos:R:3:forces:R:3
C 3.54336 -2.50696 -1.94518 0.159 -0.662 -0.140
N 3.65698 -1.19096 -1.38311 0.154 1.158 0.544
C 4.92963 -0.72898 -1.04905 0.091 -0.132 0.228
O 5.91102 -1.43257 -1.19935 -0.202 0.285 -0.120
N 5.03678 0.56664 -0.54048 -1.185 -0.386 -0.301
C 6.35042 1.09444 -0.30055 0.670 0.012 0.157
C 3.93213 1.35856 -0.21400 -0.022 1.033 0.671
O 4.08376 2.46531 0.27505 0.297 -0.329 -0.340
C 2.59747 0.81461 -0.45786 -0.268 -0.115 0.002
C 1.51409 1.53028 -0.05104 0.317 -0.583 -0.252
C 0.12250 1.09861 -0.13929 -0.525 -0.132 0.039
C -0.28349 -0.16021 0.32388 0.160 0.500 -0.426
C -1.56585 -0.62247 0.14868 -0.261 0.240 -0.151
C -2.52109 0.20892 -0.47675 -0.280 0.177 0.119
N -3.84680 -0.20707 -0.59559 -0.538 -0.557 -0.952
C -4.30817 -1.47871 -0.00234 0.466 0.804 0.016
C -3.21344 -2.54156 -0.02421 0.157 0.081 -0.132
C -1.93046 -2.00249 0.62446 -0.208 -0.304 0.215
C -4.89181 0.70116 -1.11104 0.794 -0.251 0.560
C -4.34538 1.65043 -2.17338 0.174 -0.050 -0.076
C -3.10461 2.38540 -1.64826 -0.342 0.221 -0.077
C -2.12869 1.48294 -0.94654 -0.472 -0.579 -0.002
C -0.83696 1.91069 -0.75329 0.787 -0.516 0.467
C 2.48524 -0.45820 -1.17529 -0.820 -0.322 -0.049
O 1.42657 -0.89905 -1.58248 0.444 -0.131 -0.294
H 2.49666 -2.80452 -1.97551 0.131 0.235 0.041
H 3.95304 -2.51588 -2.95245 0.053 -0.142 -0.098
H 4.10302 -3.20024 -1.32247 0.078 -0.085 -0.091
H 6.26911 2.06593 0.18362 -0.183 -0.181 -0.071
H 6.89901 0.40865 0.33995 0.133 0.009 -0.017
H 6.87827 1.20250 -1.24533 0.154 -0.023 -0.036
H 1.71686 2.50361 0.37115 0.084 0.155 0.053
H 0.44883 -0.79483 0.78922 0.141 -0.132 0.277
H -4.61126 -1.26761 1.02692 -0.055 -0.210 0.276
H -5.20613 -1.81825 -0.52714 0.133 0.090 -0.132
H -3.55585 -3.45717 0.47705 0.023 0.276 0.035
H -3.01149 -2.83316 -1.06181 -0.005 0.176 0.032
H -1.09530 -2.68919 0.43813 -0.135 0.147 0.003
H -2.05433 -1.97116 1.71268 -0.057 -0.059 -0.015
H -5.72926 0.11136 -1.49556 0.190 -0.086 -0.033
H -5.27696 1.27038 -0.26051 -0.202 0.294 0.030
H -4.09106 1.08184 -3.07595 0.077 -0.062 0.174
H -5.11973 2.36494 -2.48480 0.111 -0.118 0.209
H -2.59236 2.89879 -2.47083 -0.105 -0.076 0.073
H -3.41232 3.17099 -0.94886 -0.121 0.003 -0.046
H -0.53736 2.87560 -1.12193 0.027 0.359 -0.132
C -0.31650 -0.24477 4.97806 -0.960 -0.303 0.829
C 0.58914 0.52503 4.08440 0.550 0.294 -0.552
S 1.99318 -0.25574 3.56154 1.106 -0.967 -0.411
O 0.30911 1.66330 3.74962 -0.841 1.042 0.018
H -1.16023 0.37081 5.29213 -0.072 0.129 -0.031
H -0.70907 -1.12147 4.46342 0.115 -0.104 -0.006
H 0.20979 -0.57848 5.87229 0.080 -0.126 -0.084
```
Forces are in eV/Å.

Values from the calculation:
- energy (eV) = -45665.4050
- max |F| (eV/Å) = 1.5
- HOMO-LUMO gap (eV) = 5.52
- charge = -1
- E_HOMO (eV) = -3.237

=====

C21H24N4O2S | ωB97M-V with the def2-TZVPD basis set

Geometry as XYZ:
```
52
Properties=species:S:1:pos:R:3:forces:R:3
O -3.32819 -2.15980 0.52955 -0.078 -0.113 -0.075
C -2.96591 -1.02470 0.79467 -0.152 0.090 0.143
N -3.72953 -0.03475 1.25709 0.163 0.296 0.089
C -5.15644 -0.14242 1.45837 -0.137 -0.239 -0.047
C -5.91961 0.53687 0.34689 0.061 -0.147 -0.063
C -5.82267 0.08061 -0.96401 -0.106 0.109 -0.017
C -6.52918 0.74932 -1.94871 0.033 -0.010 0.104
C -7.30471 1.84162 -1.58982 0.029 -0.022 0.060
C -7.33282 2.21398 -0.25504 -0.191 0.161 -0.364
N -6.65611 1.58304 0.68890 0.090 -0.029 0.505
C -1.50047 -0.59924 0.62855 0.209 0.218 0.000
O -1.11951 0.52654 0.85111 -0.140 -0.136 -0.002
N -0.76531 -1.66052 0.20613 -0.658 -0.393 0.022
C 0.57817 -1.69169 -0.04788 0.835 -0.802 -0.375
N 1.39208 -0.71432 0.07158 -0.636 0.646 0.294
C 2.67011 -1.05467 -0.25335 0.504 -0.647 -0.270
C 3.72160 0.01116 -0.15052 -0.211 -0.248 -0.029
C 3.32415 1.17525 -1.06979 0.105 0.125 0.036
C 4.34250 2.30516 -0.94002 -0.055 0.213 -0.191
C 4.37460 2.80004 0.50474 0.011 -0.041 -0.014
C 4.77612 1.64814 1.42408 0.030 0.083 0.279
C 6.16038 1.13547 1.02966 -0.042 0.006 -0.023
C 6.12374 0.64196 -0.41578 0.274 -0.107 -0.079
C 5.72612 1.79342 -1.33787 -0.030 -0.010 0.032
C 5.10950 -0.49497 -0.54551 -0.031 0.119 0.038
C 3.75852 0.51702 1.29900 0.098 0.136 -0.002
C 2.82353 -2.35044 -0.63582 -0.114 0.048 0.032
S 1.31905 -3.19906 -0.59514 -0.129 0.698 0.214
H -3.27798 0.86303 1.38310 0.071 -0.143 -0.039
H -5.43016 0.31791 2.40985 -0.003 -0.087 -0.121
H -5.39308 -1.21050 1.47598 0.006 0.139 0.094
H -5.21235 -0.77898 -1.19440 0.077 -0.109 -0.022
H -6.47911 0.42310 -2.97742 0.002 -0.024 -0.065
H -7.87221 2.38889 -2.32601 -0.055 0.063 -0.041
H -7.92076 3.05797 0.08098 -0.075 0.084 -0.075
H -1.30838 -2.51411 0.08055 0.061 0.290 0.063
H 2.32887 1.52308 -0.78976 -0.056 -0.003 -0.032
H 3.28298 0.82494 -2.10446 -0.043 -0.038 -0.053
H 4.05286 3.12858 -1.60264 0.011 -0.050 0.039
H 3.38944 3.17465 0.78950 -0.043 0.069 0.027
H 5.08912 3.62092 0.60177 0.008 0.068 0.018
H 4.79841 1.99891 2.46205 -0.007 -0.022 -0.059
H 6.89710 1.93592 1.12939 0.064 0.019 0.030
H 6.45938 0.32087 1.69362 0.048 -0.022 0.053
H 7.11566 0.27189 -0.70056 -0.073 0.018 0.018
H 6.45874 2.60008 -1.26050 0.052 0.037 -0.035
H 5.71300 1.45173 -2.37562 0.026 0.011 -0.069
H 5.09331 -0.85820 -1.57597 -0.010 -0.071 -0.061
H 5.40132 -1.32427 0.10339 0.004 -0.093 0.017
H 2.76302 0.86554 1.57739 -0.043 -0.023 0.042
H 4.02914 -0.30602 1.96554 -0.026 -0.063 0.037
H 3.70940 -2.86834 -0.93818 0.271 -0.053 -0.063
```
Forces are in eV/Å.

Values from the calculation:
- energy (eV) = -43059.6245
- max |F| (eV/Å) = 1.2
- HOMO-LUMO gap (eV) = 8.85
- SMILES = O=C(NCc1ccccn1)C(=O)Nc1nc([C@]23C[C@H]4C[C@H](C[C@H](C4)C2)C3)cs1
- E_HOMO (eV) = -8.484

=====

C21H24N4O3S | ωB97M-V with the def2-TZVPD basis set

Geometry as XYZ:
```
53
Properties=species:S:1:pos:R:3:forces:R:3
C 1.06675 3.71326 -3.03607 0.331 -0.094 0.227
C 2.48808 3.82728 -2.49422 -0.220 0.260 -0.402
O 2.68097 3.05177 -1.32785 0.079 -0.257 0.293
C 2.81611 1.70460 -1.41586 0.077 -0.418 0.256
C 2.92236 0.97384 -2.59644 -0.027 0.354 -0.091
C 3.04267 -0.40021 -2.55268 -0.008 -0.210 0.218
C 3.07030 -1.08779 -1.34085 0.034 0.450 -0.350
C 3.13643 -2.56868 -1.36494 0.003 -0.183 0.164
C 2.98682 -3.27488 -0.04192 0.002 -0.264 -0.184
O 3.28794 -3.17689 -2.40341 -0.014 -0.002 0.014
C 2.99933 -0.35177 -0.15976 0.149 -0.109 -0.334
C 2.86636 1.02280 -0.18534 0.059 0.250 -0.181
C 2.69565 1.78775 1.08265 -0.367 -0.031 0.028
S 0.92811 2.22748 1.31456 0.093 0.433 0.013
C 0.30471 0.65021 1.67945 -0.073 -0.010 0.146
N 0.99942 -0.42478 1.94075 0.544 0.864 -0.075
N 0.13491 -1.42805 2.13508 -0.821 -1.022 0.204
C -1.07896 -0.96189 2.01527 0.366 0.246 -0.007
C -2.28840 -1.75246 2.18020 -0.456 -0.285 0.064
C -3.33369 -1.34149 3.00558 0.133 -0.136 -0.137
C -4.45251 -2.15296 3.10190 -0.010 0.275 0.139
N -4.58263 -3.29809 2.45574 -0.442 -0.261 0.070
C -3.57808 -3.69863 1.69397 0.259 -0.085 -0.163
C -2.41160 -2.97315 1.52100 -0.056 0.227 0.144
N -1.03541 0.38304 1.73676 0.653 -0.452 0.249
C -2.09116 1.26159 1.31643 -0.423 0.098 -0.681
C -2.30951 1.13797 -0.20389 0.057 0.161 0.142
O -2.74536 -0.13810 -0.59489 0.263 -0.025 0.038
C -4.12726 -0.36335 -0.45268 -0.131 -0.009 0.024
H 0.35699 3.99953 -2.26354 -0.079 0.037 0.042
H 0.94630 4.37324 -3.89050 -0.040 0.065 -0.110
H 0.84841 2.69334 -3.34370 -0.056 -0.051 -0.058
H 3.22566 3.56590 -3.26217 -0.021 0.041 0.121
H 2.68031 4.85333 -2.16809 0.040 -0.143 -0.111
H 2.90313 1.46615 -3.55592 -0.022 0.072 -0.073
H 3.10609 -0.97032 -3.46756 0.005 -0.044 -0.063
H 2.09622 -2.93284 0.48058 -0.063 0.055 0.123
H 3.85166 -3.06387 0.58403 0.056 0.045 0.128
H 2.92685 -4.34695 -0.21173 0.019 0.005 -0.024
H 3.02045 -0.84120 0.79928 0.007 -0.023 0.040
H 3.20789 2.74792 1.05347 -0.025 -0.040 0.111
H 2.98767 1.20563 1.95334 0.120 0.069 -0.035
H -3.26736 -0.43056 3.58290 -0.001 0.061 0.031
H -5.28935 -1.87164 3.72843 -0.011 0.094 0.080
H -3.72235 -4.64797 1.19543 0.085 -0.068 -0.087
H -1.61407 -3.32659 0.88869 0.075 -0.048 -0.091
H -1.80601 2.28790 1.56036 -0.129 -0.071 0.049
H -3.00860 1.00324 1.84770 0.119 0.128 0.005
H -3.01849 1.91239 -0.52762 0.038 -0.019 -0.005
H -1.35360 1.29510 -0.71274 -0.081 0.095 0.076
H -4.45006 -0.33883 0.59415 0.004 -0.016 -0.010
H -4.70514 0.37571 -1.02007 0.003 -0.027 -0.001
H -4.31493 -1.35707 -0.85323 -0.095 0.019 0.032
```
Forces are in eV/Å.

Values from the calculation:
- energy (eV) = -45104.0293
- max |F| (eV/Å) = 1.3
- HOMO-LUMO gap (eV) = 8.82
- SMILES = CCOc1ccc(C(C)=O)cc1CSc1nnc(-c2ccncc2)n1CCOC
- E_HOMO (eV) = -8.433

=====

C21H24N4O5S | ωB97M-V with the def2-TZVPD basis set

Geometry as XYZ:
```
55
Properties=species:S:1:pos:R:3:forces:R:3
C -2.77330 -0.34471 -4.77087 -0.233 -0.093 -0.049
O -1.48527 0.16149 -4.51202 0.393 0.236 0.184
C -1.15399 0.47882 -3.23027 0.080 0.119 0.140
C -2.01992 0.33866 -2.15241 -0.095 -0.027 -0.320
C -1.61526 0.72290 -0.89421 0.323 0.179 -0.024
C -0.33986 1.22617 -0.67817 -0.027 -0.082 -0.664
C 0.03547 1.58087 0.66859 0.413 0.253 0.904
N 1.21129 1.98718 1.07397 0.488 0.008 -0.840
O 1.08865 2.15232 2.42694 -0.550 -0.013 0.815
C -0.17317 1.82442 2.74204 -0.039 0.037 -0.581
C -0.59286 1.77333 4.17385 0.053 -0.015 0.211
N -0.86024 0.42685 4.64400 0.115 0.129 -0.039
C -2.02573 -0.20111 4.01563 -0.343 -0.137 0.134
C -1.70259 -1.58279 3.44742 -0.322 0.072 0.007
N -0.50211 -1.51807 2.63918 -0.153 -0.007 0.101
C -0.60158 -1.79265 1.31667 -0.188 -0.060 0.426
O -1.67286 -2.12063 0.81599 -0.253 0.004 -0.084
C 0.56961 -1.75365 0.43031 0.062 -0.212 -0.707
C 1.90891 -1.47680 0.49881 -0.179 -0.015 0.219
C 2.56310 -1.63562 -0.73777 0.150 -0.014 -0.181
C 1.72053 -2.04104 -1.72556 -0.456 -0.100 0.124
S 0.11183 -2.22695 -1.17666 0.648 0.050 0.110
C 0.68058 -1.05938 3.33290 0.432 0.055 0.044
C 0.29041 -0.44735 4.69174 0.071 -0.181 -0.044
N -0.86415 1.47749 1.70531 -0.167 0.139 0.401
C 0.56906 1.35328 -1.75301 -0.317 -0.138 -0.003
O 1.77267 1.84859 -1.41029 -0.403 -0.068 -0.198
C 2.85392 1.90294 -2.31320 0.385 0.140 -0.246
C 0.14532 0.99125 -3.03827 0.138 -0.090 -0.286
O 0.96485 1.22588 -4.12918 -0.498 0.199 0.343
C 1.36551 0.10442 -4.88977 0.161 -0.249 -0.096
H -3.54935 0.37741 -4.50089 0.028 -0.036 0.010
H -2.94756 -1.28607 -4.24104 -0.010 0.047 -0.010
H -2.80530 -0.52210 -5.84508 -0.047 -0.006 0.087
H -3.00989 -0.06163 -2.28644 -0.104 -0.061 -0.058
H -2.28088 0.62101 -0.05321 -0.052 -0.037 0.057
H 0.20239 2.20750 4.78457 -0.112 0.069 -0.022
H -1.50493 2.36049 4.30678 0.149 0.056 -0.036
H -2.81847 -0.29164 4.76782 -0.082 -0.058 -0.145
H -2.38356 0.42817 3.19752 -0.047 -0.129 0.094
H -2.51208 -1.91896 2.79792 0.093 0.011 0.212
H -1.56130 -2.31644 4.24778 -0.072 0.013 -0.049
H 2.44586 -1.17960 1.37864 -0.006 0.082 0.187
H 3.61559 -1.45913 -0.87449 0.170 0.018 -0.049
H 1.96189 -2.26142 -2.74688 0.097 -0.020 -0.209
H 1.19115 -0.30656 2.73119 0.015 -0.050 0.024
H 1.37769 -1.89319 3.49617 0.037 0.121 0.017
H 0.06146 -1.24568 5.40340 0.166 0.024 -0.024
H 1.14164 0.11222 5.08478 0.005 -0.097 0.018
H 3.12662 0.90708 -2.67348 -0.041 0.024 0.009
H 2.64434 2.55331 -3.16404 0.066 -0.076 0.126
H 3.67854 2.31134 -1.72920 -0.022 -0.053 -0.038
H 2.02213 -0.55057 -4.30462 -0.011 0.070 -0.023
H 1.92153 0.50852 -5.73429 0.012 -0.081 0.000
H 0.51368 -0.47018 -5.25459 0.079 0.045 0.020
```
Forces are in eV/Å.

Values from the calculation:
- energy (eV) = -49197.2426
- max |F| (eV/Å) = 1.0
- HOMO-LUMO gap (eV) = 8.81
- SMILES = COc1ccc(-c2noc(CN3CCN(C(=O)c4cccs4)CC3)n2)c(OC)c1OC
- E_HOMO (eV) = -8.142